(1)
DFT (wB97M-V/def2-TZVPD) results for C10H25FFeNO4S2 as an isolated structure.

Values from the calculation:
Calculated total energy = -2911.3137 Eh
Gap between HOMO and LUMO (spin up / spin down) = 5.52 / 5.50 eV
Net charge = +1
Multiplicity = 5
HOMO (spin up / spin down) = -10.700 / -10.700 eV
Expectation value of S² = 6.01

Atoms and positions in Å:
1 Fe -2.47784 -1.36386 -1.78947
2 F -1.64619 0.42339 -1.16480
3 C -2.28241 4.05620 -1.38715
4 O -1.09324 3.27047 -1.27433
5 H -2.67242 3.87643 -2.38899
6 H -3.09077 3.66818 -0.76739
7 H -2.08065 5.10724 -1.18051
8 H -1.25599 2.32817 -1.18958
9 C -1.57928 2.01101 2.31019
10 O -2.50942 1.38483 1.39202
11 H -2.09045 2.40915 3.18671
12 H -0.80933 1.38586 2.76237
13 H -1.06855 2.80110 1.75972
14 H -2.03651 1.06604 0.61979
15 N 0.89754 0.83763 0.30943
16 C 1.53856 0.06007 1.24624
17 C 2.66091 0.65233 1.56144
18 C 2.76671 1.89183 0.80745
19 C 1.70796 1.83127 -0.08873
20 H 0.01655 0.53917 -0.08412
21 H 1.07700 -0.86695 1.55280
22 H 3.44247 0.30772 2.22236
23 H 3.52149 2.66426 0.81429
24 H 1.22264 2.47557 -0.80689
25 C 1.49312 -2.74891 -1.95608
26 S 0.74586 -1.94515 -3.44698
27 O -0.66675 -1.59247 -2.88641
28 C 1.63034 -0.36291 -3.22243
29 H 1.17830 -2.27426 -1.02673
30 H 2.56739 -2.56490 -1.94275
31 H 1.22856 -3.80630 -1.96236
32 H 1.35167 0.17139 -2.31416
33 H 1.53841 0.40968 -3.98582
34 H 2.68422 -0.63915 -3.25605
35 C -1.39045 -2.00320 2.57002
36 S -1.32508 -3.08316 1.09670
37 O -1.49461 -2.20413 -0.14195
38 C 0.43163 -3.62013 1.34271
39 H -2.36438 -1.51597 2.52343
40 H -0.64272 -1.21050 2.54500
41 H -1.32834 -2.49943 3.53852
42 H 1.29376 -2.96372 1.22457
43 H 0.40122 -4.34077 0.52548
44 H 0.50922 -4.02298 2.35255

(2)
DFT (wB97M-V/def2-TZVPD) results for a 11-piece molecular cluster, C22H66O11 overall.

Values from the calculation:
Calculated total energy = -1705.2429 Eh
Gap between HOMO and LUMO = 10.25 eV
Net charge = 0
Relative energy (zero: lowest compared OMol25 entry of this formula, charge and spin) = 108.9 kcal per mole
HOMO = -9.676 eV
SMILES = CCO.CCO.CCO.CCO.CCO.CCO.CCO.CCO.CCO.CCO.CCO

Atoms and positions in Å:
1 C 0.83032 4.06227 3.14721
2 C 1.55285 3.87567 1.82271
3 O 2.18901 5.12049 1.48409
4 H 1.35114 4.82769 3.72250
5 H 0.71755 3.17643 3.77225
6 H -0.21193 4.36849 3.05749
7 H 0.71852 3.56966 1.19155
8 H 2.31586 3.09837 1.86418
9 H 3.09576 4.98427 1.19973
10 C 1.09412 4.55238 -2.37427
11 C 0.07067 3.55363 -1.98315
12 O -1.26488 4.03395 -1.88961
13 H 1.00800 5.32060 -1.60582
14 H 0.72454 5.07103 -3.25886
15 H 2.13952 4.24377 -2.37776
16 H 0.28181 3.01040 -1.06205
17 H 0.04427 2.69063 -2.64846
18 H -1.27392 4.89242 -2.31919
19 C 4.24950 2.44178 -0.53178
20 C 5.31716 3.10985 0.34189
21 O 4.85962 4.36616 0.49398
22 H 3.97026 3.06905 -1.37834
23 H 3.37288 2.22887 0.08003
24 H 4.52856 1.47273 -0.94549
25 H 6.28672 3.06186 -0.15385
26 H 5.39695 2.66907 1.33559
27 H 5.38397 4.85858 1.12973
28 C 4.12841 -3.09621 -1.96503
29 C 3.92260 -4.55337 -1.48947
30 O 4.28855 -5.55718 -2.42031
31 H 3.83927 -2.40099 -1.17688
32 H 3.46674 -2.95231 -2.81919
33 H 5.18785 -2.95365 -2.17803
34 H 2.89208 -4.56490 -1.13450
35 H 4.52376 -4.75081 -0.60193
36 H 5.24198 -5.63594 -2.50017
37 C -4.03548 4.15856 -0.23849
38 C -3.28941 3.62313 1.00467
39 O -2.01328 3.10501 0.70246
40 H -3.58557 4.98685 -0.78586
41 H -4.97090 4.59153 0.11593
42 H -4.22562 3.27855 -0.85292
43 H -3.89101 2.89162 1.54419
44 H -3.07425 4.46830 1.65849
45 H -1.66054 3.56125 -0.06502
46 C -1.70085 -3.63095 2.12050
47 C -1.27813 -3.98488 0.68787
48 O -1.28718 -2.86071 -0.15120
49 H -1.38678 -4.40895 2.81632
50 H -2.75155 -3.36967 2.24640
51 H -1.13632 -2.85926 2.64386
52 H -1.93012 -4.70627 0.19531
53 H -0.23405 -4.27366 0.56694
54 H -2.15440 -2.45366 -0.21307
55 C 0.02470 -0.00582 -0.06944
56 C 1.15398 -0.91417 0.25748
57 O 1.17102 -2.02259 -0.62228
58 H -0.94962 -0.46382 0.10095
59 H 0.05661 0.30427 -1.11391
60 H -0.01586 0.91531 0.51192
61 H 1.01424 -1.15022 1.31239
62 H 2.12634 -0.42447 0.20441
63 H 0.34902 -2.49280 -0.46479
64 C -0.13318 -0.08619 3.75091
65 C 1.34810 -0.27717 4.12190
66 O 1.58562 -1.59195 4.17462
67 H -0.86673 -0.30699 4.52631
68 H -0.38302 -0.69570 2.88247
69 H -0.27414 0.95620 3.46517
70 H 1.59066 0.24437 5.04778
71 H 2.00213 0.00537 3.29697
72 H 0.87736 -1.99967 4.67834
73 C 0.31319 -5.03287 -2.41026
74 C 0.99685 -5.42574 -3.69116
75 O 0.21984 -6.56982 -4.13024
76 H -0.69331 -4.66232 -2.60458
77 H 0.74648 -4.12339 -1.99407
78 H 0.37708 -5.85475 -1.69715
79 H 2.02031 -5.78140 -3.57230
80 H 0.91468 -4.62122 -4.42197
81 H 0.41303 -6.68287 -5.06378
82 C -3.11214 0.50526 -2.45284
83 C -3.22254 -0.98664 -2.60851
84 O -3.92942 -1.66692 -1.57883
85 H -2.61402 0.67153 -1.49768
86 H -4.10175 0.95825 -2.39314
87 H -2.66155 0.94051 -3.34482
88 H -2.23226 -1.30759 -2.93169
89 H -3.69822 -1.16210 -3.57341
90 H -4.13366 -2.52359 -1.96094
91 C -3.45173 -0.38712 2.08539
92 C -4.91255 -0.43025 1.97810
93 O -5.19987 -0.68442 0.60681
94 H -2.91361 -1.08484 1.44374
95 H -3.22035 -0.64984 3.11764
96 H -3.08658 0.60731 1.82872
97 H -5.31954 0.54372 2.24984
98 H -5.41748 -1.14672 2.62602
99 H -4.39226 -0.81773 0.10521

(3)
DFT (wB97M-V/def2-TZVPD) results for C4H8O2 as an isolated structure.

Values from the calculation:
Calculated total energy = -307.6066 Eh
Gap between HOMO and LUMO = 10.30 eV
Net charge = 0
Relative energy (zero: lowest compared OMol25 entry of this formula, charge and spin) = 66.4 kcal per mole
HOMO = -9.461 eV

Atoms and positions in Å:
1 O 0.64049 1.80906 -0.18114
2 C 0.04201 1.18247 0.94116
3 C -0.82724 0.02237 0.42743
4 C -0.32598 -0.34009 -1.06160
5 C 0.30317 -1.50854 -0.32438
6 O -0.48926 -1.30926 0.84249
7 H 1.52795 1.46846 -0.32641
8 H 0.80015 0.84573 1.65961
9 H -0.56194 1.96584 1.41880
10 H -1.88566 0.16011 0.73873
11 H -1.17642 -0.52780 -1.70730
12 H 0.42872 0.15625 -1.69824
13 H 1.36266 -1.31833 -0.07553
14 H 0.22679 -2.49768 -0.77219

(4)
DFT (wB97M-V/def2-TZVPD) results for C46H69BaBrClGeN6O3P3 as an isolated structure.

Values from the calculation:
Calculated total energy = -8509.0626 Eh
Gap between HOMO and LUMO (spin up / spin down) = 7.59 / 6.07 eV
Net charge = +1
Relative energy (zero: lowest compared OMol25 entry of this formula, charge and spin) = 70.8 kcal per mole
Multiplicity = 2
HOMO (spin up / spin down) = -9.259 / -9.707 eV
Expectation value of S² = 0.76

Atoms and positions in Å:
1 Ba -0.40199 -0.49341 -0.54276
2 C 1.88147 0.09587 -6.05894
3 C 1.24565 0.80505 -4.85600
4 C -0.13559 1.36442 -5.22747
5 P 1.17837 -0.10110 -3.21997
6 C 1.28816 -1.96355 -3.43061
7 N 0.09117 -2.78916 -3.18063
8 Ge -0.84961 -3.17165 -1.36512
9 N -0.17254 -4.83202 -0.66952
10 C 0.72393 -4.72384 0.49126
11 P 2.02398 -3.42639 0.21324
12 C 3.50626 -4.27636 -0.54331
13 C 3.47325 -4.35588 -2.07564
14 C 3.82537 -5.65376 0.05899
15 C 2.79322 -3.18603 1.90157
16 C 1.82889 -3.43390 3.05960
17 C 3.40011 -1.77802 1.98319
18 C 0.07201 -5.78661 -1.65994
19 C 0.93271 -6.87810 -1.56795
20 C 1.14975 -7.69353 -2.67593
21 C 0.51253 -7.45046 -3.88560
22 C -0.41575 -6.41716 -3.95780
23 C -0.63692 -5.63370 -2.84625
24 N -1.67514 -4.60222 -2.75971
25 C -1.86723 -3.84630 -3.98448
26 C -2.92104 -4.01772 -4.85283
27 C -2.97057 -3.25998 -6.02083
28 C -1.93242 -2.37826 -6.29752
29 C -0.87947 -2.20817 -5.40171
30 C -0.84907 -2.91431 -4.19802
31 C -2.88508 -5.10739 -2.11301
32 C -3.34542 -6.40177 -2.24225
33 C -4.48353 -6.79505 -1.55081
34 C -5.12637 -5.87758 -0.73194
35 C -4.64987 -4.57782 -0.59857
36 C -3.51182 -4.16603 -1.30173
37 N -2.94068 -2.89098 -1.26952
38 C -3.69796 -1.92056 -0.45677
39 P -3.21673 -0.15361 -0.71906
40 C -3.90685 0.27567 -2.38026
41 C -3.75803 1.79011 -2.59550
42 C -3.16041 -0.47749 -3.48629
43 C -4.37377 0.73046 0.43305
44 C -5.84929 0.66726 0.04630
45 C -4.16493 0.23410 1.87308
46 C 2.89384 0.34137 -2.61459
47 C 4.06604 -0.20629 -3.42769
48 C 3.09058 0.00444 -1.12504
49 H 2.26987 0.84454 -6.75473
50 H 1.15185 -0.49204 -6.61661
51 H 2.70633 -0.56349 -5.79384
52 H 1.88150 1.65561 -4.60034
53 H -0.86810 0.56393 -5.36475
54 H -0.07728 1.92559 -6.16583
55 H -0.51606 2.03849 -4.45501
56 H 2.00919 -2.24021 -2.66293
57 H 1.72254 -2.21850 -4.40052
58 H 1.14953 -5.68349 0.77449
59 H 0.13708 -4.36310 1.33553
60 H 4.31354 -3.58958 -0.27085
61 H 2.53835 -4.78656 -2.44830
62 H 4.29244 -4.98847 -2.43310
63 H 3.60681 -3.37366 -2.52957
64 H 3.40799 -6.44373 -0.56307
65 H 3.44922 -5.78739 1.07453
66 H 4.90599 -5.80332 0.09662
67 H 3.60928 -3.90214 1.97925
68 H 0.90860 -2.86570 2.93706
69 H 2.28823 -3.12071 4.00036
70 H 1.56276 -4.48867 3.15400
71 H 2.62322 -1.01255 1.97258
72 H 4.08709 -1.58555 1.15312
73 H 3.97266 -1.67214 2.91060
74 H 1.41631 -7.11113 -0.63032
75 H 1.83565 -8.52886 -2.58953
76 H 0.69913 -8.08074 -4.74645
77 H -0.97783 -6.23442 -4.86807
78 H -3.68901 -4.75267 -4.63370
79 H -3.79343 -3.38217 -6.71430
80 H -1.94226 -1.80874 -7.22232
81 H -0.07536 -1.52529 -5.62938
82 H -2.82388 -7.10196 -2.88375
83 H -4.85412 -7.80921 -1.64428
84 H -6.00487 -6.17848 -0.17358
85 H -5.15863 -3.89065 0.06414
86 H -3.59173 -2.12468 0.61509
87 H -4.75971 -1.98966 -0.69904
88 H -4.96223 -0.00381 -2.40747
89 H -2.70353 2.04303 -2.75094
90 H -4.12451 2.38060 -1.75052
91 H -4.31353 2.10544 -3.48232
92 H -2.09856 -0.19587 -3.49788
93 H -3.57520 -0.22263 -4.46774
94 H -3.22361 -1.55734 -3.36732
95 H -4.04323 1.77023 0.39994
96 H -6.19082 -0.36483 -0.06659
97 H -6.05940 1.20015 -0.88259
98 H -6.45438 1.12727 0.83326
99 H -4.70439 -0.69849 2.05236
100 H -4.53134 0.97586 2.58683
101 H -3.10830 0.06458 2.08727
102 H 2.89529 1.43202 -2.70451
103 H 4.03435 -1.29945 -3.49862
104 H 5.00815 0.06056 -2.93799
105 H 4.10003 0.20334 -4.43625
106 H 3.13214 -1.07884 -0.97793
107 H 2.29278 0.41393 -0.50199
108 H 4.03642 0.43102 -0.77939
109 O 1.96977 4.02937 5.69194
110 C 1.76390 3.61359 4.42428
111 C 2.79028 3.33222 3.52941
112 C 2.44968 2.95263 2.24728
113 N 1.18621 2.84133 1.81412
114 C 0.24684 3.07655 2.70646
115 Br -1.55500 2.85487 2.11908
116 C 0.45101 3.46749 4.01170
117 H 2.91123 4.10937 5.87495
118 H 3.83089 3.41436 3.82435
119 H 3.22302 2.72878 1.51935
120 H -0.36487 3.64700 4.69976
121 Cl 0.26454 0.00265 4.47076
122 C -0.80763 -1.01712 3.48801
123 C -0.49135 -1.01719 1.99491
124 O -1.12132 -1.84416 1.26563
125 O 0.34287 -0.18275 1.53933
126 H -1.82664 -0.66932 3.62735
127 H -0.74185 -2.03305 3.86386
128 N -0.15619 2.32780 -0.95357
129 H 0.36690 2.67589 -1.74764
130 H 0.35484 2.59702 -0.11108
131 H -1.02706 2.84475 -0.93232